This record from OMol25 describes C21H33KN9S as an isolated structure. The level of theory is ωB97M-V/def2-TZVPD.

The geometry in XYZ format:
```
65
Properties=species:S:1:pos:R:3:forces:R:3:mulliken_charge:R:1
C -0.9204 -3.8365 -2.8964 0.0 0.0 0.1 -1.13
H -0.7217 0.4576 2.3021 0.0 0.0 0.0 -0.23
C -0.2639 -3.7128 -0.2941 0.0 -0.1 0.1 0.07
C 3.6412 2.6963 -1.8539 0.2 0.1 -0.1 0.41
C -0.7468 -5.0160 -2.2096 0.0 0.1 0.0 -0.34
C -0.4113 -4.9648 -0.8613 0.0 0.0 0.0 -1.08
H 3.4881 -2.7877 1.7831 0.0 0.0 0.0 0.31
H -3.8080 -0.5355 0.8044 0.0 0.0 0.0 0.34
C -1.1153 0.8344 -3.5248 0.1 0.2 -0.2 -0.74
C -0.9393 -0.0742 -2.4276 -0.1 -0.2 -0.2 -0.42
C 2.7329 -2.1416 1.2966 0.0 -0.2 0.0 -0.91
C 3.3445 1.4005 1.9607 0.1 0.1 0.0 -0.73
H -0.2727 -5.8575 -0.2665 0.0 0.0 0.0 0.40
C 1.2182 0.9109 3.1367 0.0 0.0 0.2 -1.08
N 3.1349 1.6984 -1.5263 0.2 0.0 -0.1 -0.62
H -0.0115 -3.6336 0.7598 0.0 0.0 0.0 0.23
N 0.5281 -1.0923 1.8369 0.1 0.0 0.0 0.14
N 4.2598 3.7724 -2.2691 -0.3 -0.1 0.3 -0.74
H -3.7319 1.5571 2.1865 0.0 0.0 0.0 0.34
H -3.5685 -0.4559 -0.9478 0.0 0.0 0.0 0.27
H -3.1612 1.7412 -2.0715 0.0 0.0 0.0 0.24
H -1.1483 1.9135 -3.4007 0.0 0.0 0.0 0.39
H 3.7021 -0.5169 2.8780 0.0 0.0 0.0 0.27
C -3.3175 1.4317 0.0662 -0.1 0.1 0.1 1.71
H 3.7828 -0.8861 0.0290 0.1 -0.1 0.0 0.32
N -1.0037 2.2555 0.3045 0.0 0.0 -0.1 -0.43
C -0.9210 -1.3446 -2.9545 -0.1 0.3 0.0 0.62
H -3.1124 3.2482 -1.1346 0.0 0.0 0.0 0.38
C 4.0359 4.8360 -1.5113 0.2 0.1 -0.1 0.54
C -0.7440 -2.5983 -2.2413 -0.1 -0.4 -0.1 0.35
H 4.9615 0.0121 1.7952 0.0 0.0 0.0 0.45
H -5.0627 0.1791 -0.2281 0.0 0.0 0.0 0.44
N -0.4087 -2.5613 -0.9394 0.0 0.1 -0.1 0.21
H 1.5475 2.3729 1.7169 0.0 0.0 0.0 0.29
H 1.9559 0.4123 3.7716 0.0 0.0 0.0 0.30
H 3.8250 1.8880 2.8297 0.0 0.0 0.0 0.34
H -4.9550 2.3353 1.1639 0.0 0.0 0.0 0.46
N 3.8926 5.8077 -0.8910 0.0 0.0 0.0 -0.61
H 0.7716 1.6879 3.7743 0.0 0.0 0.0 0.49
C -1.2032 0.2901 -4.7741 -0.2 0.0 0.1 -0.44
C 1.5519 -2.0107 2.2693 0.0 -0.1 0.1 -1.06
K 1.1862 0.2825 -0.5100 -0.5 0.1 -0.2 0.88
C 3.8705 -0.0386 1.9096 0.1 0.1 0.1 -0.88
H -1.0797 2.8028 -0.5524 -0.1 0.0 0.0 0.18
H -1.3124 0.8049 -5.7169 0.0 0.0 0.0 0.43
H -0.8773 -5.9646 -2.7163 0.0 0.0 0.0 0.41
N -1.8888 1.1349 0.3021 -0.1 -0.1 -0.1 0.76
H 2.3969 -2.6681 0.3987 0.0 0.0 0.0 0.38
H -0.2257 -1.4984 1.3024 0.0 0.0 0.0 0.27
H -1.1993 -3.8585 -3.9401 0.0 0.0 0.0 0.31
H 3.6744 1.9277 1.0647 0.0 0.0 0.0 0.17
H -1.5722 0.5569 -0.4969 0.1 0.0 0.0 -0.53
C -3.8857 2.1555 1.2875 0.0 0.0 -0.1 -1.94
H -0.2792 -0.4997 3.7242 0.0 0.0 0.0 0.32
H 1.9331 -1.6670 3.2338 0.0 0.0 0.0 0.42
H 1.1693 -3.0244 2.4635 0.0 0.0 0.0 0.51
S -1.1444 -1.4128 -4.7160 0.2 0.0 0.1 -0.38
H -4.6384 2.4052 -1.3546 0.0 0.0 0.0 0.48
C 0.1029 -0.0775 2.7746 -0.1 0.0 0.1 -0.20
H -1.2476 2.8621 1.0777 0.0 0.0 0.0 0.23
N 3.2536 -0.8588 0.8861 0.1 0.1 0.0 0.10
C -3.5674 2.2572 -1.2018 0.0 0.0 0.1 -1.60
N 1.9009 1.4700 1.9917 -0.1 -0.1 -0.1 0.14
H -3.4085 3.1270 1.4330 0.0 0.0 0.0 0.41
C -3.9867 0.0688 -0.0864 0.1 0.0 0.0 -1.60
```
Forces are in eV/Å.

For the relative energy (zero: lowest compared OMol25 entry of this formula, charge and spin), the calculation gives 0.00 kcal/mol. For the LUMO energy, the calculation gives 0.079 hartree. As for the HOMO-LUMO gap: 6.803 eV. Its total charge is -1. As for the HOMO energy: -4.64 eV.